1.
ORCA calculation (wB97M-V/def2-TZVPD) on a single C3H4N2O molecule in a non-equilibrium geometry.

Each line ends with the Mulliken charge.
Cartesian coordinates (Å):
C1 -0.8425 -0.4039 0.2943  0.48
C2 1.1205 0.8701 -0.6523  0.22
H1 -0.6748 1.8131 0.0402  0.25
H2 1.1104 -0.5037 1.2757  0.25
C3 -0.3491 0.8763 -0.4653  -0.31
N1 2.2758 0.7438 -0.7583  -0.40
H3 -0.2447 -1.7835 1.5590  0.27
O1 -1.9944 -0.8825 0.1736  -0.62
N2 0.1439 -0.9447 1.0720  -0.40
H4 -0.7465 0.8861 -1.5205  0.27

ΔE to the lowest compared entry with this formula, charge and spin: 61.3 kJ/mol
HOMO-LUMO gap: 11.2 eV
SMILES string: N#CCC(N)=O
Total charge: 0
HOMO: -0.3872 hartree

=====

2.
ORCA calculation (wB97M-V/def2-TZVPD) on a single C3H4N2O molecule.

Each line ends with the Mulliken charge.
Cartesian coordinates (Å):
C1 1.2725 -0.1023 -0.2320  -0.31
C2 0.0054 -0.1752 -0.5035  0.32
C3 0.3968 0.9300 0.4035  -0.43
O1 -0.5516 -0.2050 2.0820  -0.32
H1 2.3017 -0.3966 -0.3516  0.38
H2 -1.9230 -0.6684 -0.5860  0.26
N1 0.0269 0.8244 1.8303  0.01
N2 -1.0897 -0.6488 -1.1584  -0.48
H3 -0.9508 -1.5080 -1.6715  0.25
H4 0.4462 1.9840 0.1155  0.32

ΔE to the lowest compared entry with this formula, charge and spin: 480.4 kJ/mol
HOMO-LUMO gap: 8.9 eV
SMILES string: NC1=C[C@@H]1N=O
Total charge: 0
HOMO: -0.3156 hartree

=====

3.
ORCA calculation (wB97M-V/def2-TZVPD) on 2 unconnected molecules or ions with the total composition C3H4N2O in a non-equilibrium geometry.

Each line ends with the Mulliken charge.
Cartesian coordinates (Å):
H1 -0.9278 -0.8197 0.9747  0.37
O1 -1.5567 2.5639 0.2311  -0.19
N1 0.2226 -1.1772 -0.7200  -0.44
C1 -1.5482 1.5794 -0.3367  0.17
H2 -1.7063 -1.7697 -0.4399  0.28
C2 -0.8364 -1.2607 -0.0246  -0.39
N2 0.9984 0.7107 0.4190  -0.50
H3 2.2509 -0.6896 -0.5134  0.38
C3 1.2492 -0.3578 -0.2220  0.12
H4 1.8544 1.2206 0.6317  0.20

ΔE to the lowest compared entry with this formula, charge and spin: 193.1 kJ/mol
HOMO-LUMO gap: 10.7 eV
Total charge: 0
HOMO: -0.3763 hartree

=====

4.
ORCA calculation (wB97M-V/def2-TZVPD) on a molecular structure, C3H4N2O.

Each line ends with the Mulliken charge.
Cartesian coordinates (Å):
H1 -1.2386 -1.2163 0.3347  0.41
C1 -0.0654 0.8301 -0.7507  -0.35
C2 -0.4852 -0.5107 -0.5618  -0.56
O1 -0.4347 -1.8318 1.3294  -0.65
H2 1.2135 1.9957 0.4110  0.23
C3 0.1428 -0.8428 0.7323  0.59
N1 0.8975 0.1424 1.2077  -0.77
N2 0.7448 1.1147 0.2524  0.29
H3 -0.2215 1.5283 -1.5632  0.43
H4 -0.5532 -1.2095 -1.3918  0.38

ΔE to the lowest compared entry with this formula, charge and spin: 423.7 kJ/mol
HOMO-LUMO gap: 9.1 eV
Total charge: 0
HOMO: -0.3221 hartree

=====

5.
ORCA calculation (wB97M-V/def2-TZVPD) on a single C3H4N2O molecule in a non-equilibrium geometry.

Each line ends with the Mulliken charge.
Cartesian coordinates (Å):
H1 2.0270 -0.6699 -0.5276  0.28
N1 1.7988 0.1574 0.0436  -0.48
C1 -2.2383 0.0736 -0.0250  0.18
C2 -0.8001 0.1817 -0.3013  -0.26
H2 -0.4508 1.1928 -0.0788  0.32
C3 1.0914 -0.5907 1.0059  -0.24
H3 2.6979 0.4271 0.4365  0.31
N2 -3.3699 0.0069 0.1976  -0.35
O1 -0.1555 -0.7518 0.6029  -0.03
H4 -0.6006 -0.0272 -1.3538  0.26

ΔE to the lowest compared entry with this formula, charge and spin: 367.5 kJ/mol
HOMO-LUMO gap: 9.6 eV
Total charge: 0
HOMO: -0.3343 hartree

=====

6.
ORCA calculation (wB97M-V/def2-TZVPD) on a single C3H4N2O molecule in a non-equilibrium geometry.

Each line ends with the Mulliken charge.
Cartesian coordinates (Å):
N1 -1.4328 0.1681 -0.2034  -0.98
C1 -0.3227 -1.6598 -1.4825  0.66
H1 -0.6713 1.4564 1.0267  0.42
H2 -1.9589 -0.9358 -1.6649  0.26
C2 -0.3467 0.5840 0.5216  0.17
H3 1.2951 -0.4418 -0.2205  0.23
O1 0.2668 -2.4346 -2.1030  -0.30
N2 -1.1865 -0.7954 -1.1195  0.26
H4 1.5629 0.6111 1.3179  0.18
C3 0.9014 0.1133 0.5358  -0.92

ΔE to the lowest compared entry with this formula, charge and spin: 498.9 kJ/mol
HOMO-LUMO gap (alpha / beta): 6.9 / 6.9 eV
Total charge: 0
HOMO (alpha / beta): -0.2713 / -0.2713 hartree

=====

7.
ORCA calculation (wB97M-V/def2-TZVPD) on a single C3H4N2O molecule in a non-equilibrium geometry.

Each line ends with the Mulliken charge.
Cartesian coordinates (Å):
C1 -0.1283 0.1243 -0.6660  -0.22
C2 -0.0515 -1.3811 -0.4041  -0.50
N1 0.1417 0.7839 0.3962  0.08
C3 0.1559 -2.5037 -0.9931  0.66
H1 -0.3567 -1.3961 0.6151  0.28
H2 0.6063 0.5262 1.3135  0.38
O1 0.2385 -3.5937 -1.4208  -0.41
H3 -0.3531 2.5827 -0.4130  0.29
H4 -0.3456 2.6587 1.1887  0.23
N2 0.0927 2.1987 0.3833  -0.79

ΔE to the lowest compared entry with this formula, charge and spin: 460.2 kJ/mol
HOMO-LUMO gap: 8.8 eV
Total charge: 0
HOMO: -0.3038 hartree

=====

8.
ORCA calculation (wB97M-V/def2-TZVPD) on a single C3H4N2O molecule in a non-equilibrium geometry.

Each line ends with the Mulliken spin population.
Cartesian coordinates (Å):
H1 2.1520 0.4864 0.1490  0.01
N1 -3.0270 0.9532 -0.2265  0.24
C1 1.3978 -0.1830 -0.2332  -0.01
C2 -0.9171 -0.2931 0.4545  0.51
H2 0.2304 1.3795 -0.1368  -0.03
N2 0.1415 0.4180 -0.0866  0.67
H3 1.3623 -1.0869 0.3740  0.02
O1 -0.8053 -1.4717 0.7641  0.61
C3 -2.1398 0.3700 0.2238  -0.08
H4 1.6052 -0.5723 -1.2823  0.06

ΔE to the lowest compared entry with this formula, charge and spin: 22.8 kJ/mol
HOMO-LUMO gap (alpha / beta): 6.6 / 6.9 eV
Total charge: 0
2S+1: 3
HOMO (alpha / beta): -0.2310 / -0.3966 hartree

=====

9.
ORCA calculation (wB97M-V/def2-TZVPD) on 2 unconnected molecules or ions with the total composition C3H4N2O in a non-equilibrium geometry.

Each line ends with the Mulliken spin population.
Cartesian coordinates (Å):
H1 -0.0514 -0.7014 -1.0445  -0.07
H2 -2.0838 1.0173 0.1980  0.03
N1 1.2686 1.7329 0.3016  0.67
H3 -2.3153 -0.8790 -0.4001  -0.23
O1 3.6378 -0.5338 0.1981  -0.03
C1 2.6813 -1.0781 -0.1489  0.07
C2 0.5146 0.9034 0.0177  0.47
H4 -1.6364 -0.4904 1.1873  0.07
N2 -0.3918 0.0805 -0.4563  0.68
C3 -1.6235 -0.0515 0.1471  0.34

ΔE to the lowest compared entry with this formula, charge and spin: 225.5 kJ/mol
HOMO-LUMO gap (alpha / beta): 4.9 / 8.6 eV
Total charge: 0
2S+1: 3
HOMO (alpha / beta): -0.1499 / -0.4470 hartree

=====

10.
ORCA calculation (wB97M-V/def2-TZVPD) on a single C3H4N2O2 molecule in a non-equilibrium geometry.

Each line ends with the Mulliken charge.
Cartesian coordinates (Å):
N1 -0.0870 1.1636 0.0194  -0.37
O1 1.1346 1.7663 -0.0084  -0.38
H1 0.9161 2.7110 -0.0029  0.38
C1 1.2331 -0.8472 -0.0130  0.22
H2 -2.2408 0.7569 0.2883  0.35
N2 2.1815 -1.5082 -0.0274  -0.36
H3 -1.2771 -1.6598 -0.7192  0.32
C2 -0.0054 -0.1126 0.0184  0.58
C3 -1.2956 -0.9093 0.0695  -0.47
H4 -1.3194 -1.4578 1.0315  0.25
O2 -2.4261 -0.1067 -0.1155  -0.52

ΔE to the lowest compared entry with this formula, charge and spin: 361.8 kJ/mol
HOMO-LUMO gap: 10.7 eV
SMILES string: N#C/C(CO)=N\O
Total charge: 0
HOMO: -0.3891 hartree

=====

11.
ORCA calculation (wB97M-V/def2-TZVPD) on 2 unconnected molecules or ions with the total composition C3H4N2O2.

Each line ends with the Mulliken charge.
Cartesian coordinates (Å):
O1 2.1618 1.7790 0.2455  -0.42
H1 -1.5799 -1.5600 -0.1795  0.36
O2 0.0881 2.4898 1.0409  -0.42
H2 1.2908 -1.7130 -1.4605  0.30
N1 0.0569 -0.1593 -0.2009  -0.15
C1 0.9003 -1.2088 -0.5847  0.18
H3 -1.7386 -0.1109 0.8535  0.26
C2 -1.3670 -0.4861 -0.1038  -0.85
H4 -1.8842 0.0484 -0.9074  0.29
C3 1.1068 2.0970 0.6291  0.86
N2 0.9435 -1.1726 0.6550  -0.39

ΔE to the lowest compared entry with this formula, charge and spin: 366.9 kJ/mol
HOMO-LUMO gap: 10.6 eV
SMILES string: CN1C=N1.O=C=O
Total charge: 0
HOMO: -0.3600 hartree

=====

12.
ORCA calculation (wB97M-V/def2-TZVPD) on a single C3H4N2O2 molecule in a non-equilibrium geometry.

Each line ends with the Mulliken charge.
Cartesian coordinates (Å):
H1 -1.4799 -0.5511 -0.6759  0.25
O1 1.3323 1.0646 -1.0136  -0.58
C1 0.0040 -1.0312 1.8296  0.31
H2 -0.5291 0.8107 -2.8695  0.35
H3 1.5924 0.2514 1.5495  0.28
C2 0.5201 0.1345 1.2657  -0.66
N1 -0.2937 -2.0064 2.2651  -0.32
C3 0.4170 0.4546 -0.4719  0.56
O2 -0.8052 -0.0630 -2.4471  -0.41
N2 -0.6980 0.0100 -1.0537  -0.09
H4 -0.0598 0.9259 1.6218  0.31

ΔE to the lowest compared entry with this formula, charge and spin: 385.5 kJ/mol
HOMO-LUMO gap: 10.9 eV
SMILES string: N#CCC(=O)NO
Total charge: 0
HOMO: -0.3814 hartree

=====

13.
ORCA calculation (wB97M-V/def2-TZVPD) on a molecular structure, C3H4N2O2 in a non-equilibrium geometry.

Each line ends with the Mulliken charge.
Cartesian coordinates (Å):
H1 -1.3471 0.6673 -1.3299  0.42
H2 1.9233 -0.6142 0.3833  0.27
O1 -2.1533 -1.9579 0.0336  -0.51
H3 1.6113 1.8348 -0.9611  0.26
C1 -1.3546 -1.0558 0.2377  0.53
C2 0.8426 -0.2884 0.6216  -0.29
C3 0.1856 0.6513 -0.3819  0.36
H4 1.0031 0.2135 1.6426  0.23
N1 -1.1733 0.3078 -0.1133  -0.31
O2 -0.1281 -1.3780 0.9132  -0.31
N2 0.5904 1.6197 -1.0459  -0.65

ΔE to the lowest compared entry with this formula, charge and spin: 333.5 kJ/mol
HOMO-LUMO gap: 11.1 eV
Total charge: 0
HOMO: -0.3932 hartree

=====

14.
ORCA calculation (wB97M-V/def2-TZVPD) on a single C3H4N2O2 molecule in a non-equilibrium geometry.

Each line ends with the Mulliken charge.
Cartesian coordinates (Å):
H1 0.9882 -0.2034 -1.7477  0.34
N1 -0.3947 -1.1535 0.8204  0.81
H2 -0.0459 1.0975 -1.6781  0.42
O1 -1.2652 -1.5566 0.1007  -0.55
C1 0.5068 0.1820 0.1927  0.21
H3 -0.6645 -0.4883 -1.3206  0.37
O2 -0.1143 -1.5006 1.9262  -0.52
C2 -0.0891 1.2983 0.9643  0.18
H4 1.4902 -0.0115 0.4155  0.33
N2 -0.6028 2.1174 1.5902  -0.37
C3 0.1914 0.2187 -1.2638  -1.22

ΔE to the lowest compared entry with this formula, charge and spin: 525.5 kJ/mol
HOMO-LUMO gap: 11.4 eV
SMILES string: C[C@@H](C#N)[N+](=O)[O-]
Total charge: 0
HOMO: -0.4180 hartree

=====

15.
ORCA calculation (wB97M-V/def2-TZVPD) on a single C3H4N2O2 molecule in a non-equilibrium geometry.

Each line ends with the Mulliken charge.
Cartesian coordinates (Å):
H1 0.8475 0.9788 -1.8527  0.33
H2 -0.6337 1.9411 -1.2252  0.23
N1 0.1416 -1.8186 0.6937  -0.47
O1 -0.5804 0.3006 1.1139  -0.24
O2 -0.8572 -1.1221 2.7755  -0.56
C1 0.2420 1.3271 -0.9349  -0.71
H3 0.9330 1.8059 -0.2369  0.30
C2 -0.4496 -0.9241 1.6305  0.57
H4 0.5561 -1.5248 -1.2528  0.44
N2 -0.3852 0.1294 -0.3156  0.09
C3 0.1860 -1.0933 -0.3956  0.01

ΔE to the lowest compared entry with this formula, charge and spin: 304.1 kJ/mol
HOMO-LUMO gap: 10.3 eV
SMILES string: Cn1cnc(=O)o1
Total charge: 0
HOMO: -0.3691 hartree

=====

16.
ORCA calculation (wB97M-V/def2-TZVPD) on a single C3H4N2O2 molecule in a non-equilibrium geometry.

Each line ends with the Mulliken charge.
Cartesian coordinates (Å):
O1 2.4872 -0.9079 0.2223  -0.48
H1 -1.8345 0.9459 0.9452  0.35
H2 -2.8374 -0.2042 0.0156  0.28
H3 0.9177 -2.2414 -0.2734  0.34
N1 -0.9257 -0.6192 -0.2299  -0.89
C1 1.3198 -1.1788 -0.0623  0.12
H4 -0.1024 1.5941 -0.7070  0.41
C2 0.7514 1.0896 -0.2467  0.00
O2 1.7789 1.6360 0.0916  -0.46
N2 0.3098 -0.1960 -0.0513  0.68
C3 -1.8647 0.0819 0.2959  -0.34

ΔE to the lowest compared entry with this formula, charge and spin: 344.6 kJ/mol
HOMO-LUMO gap: 10.3 eV
SMILES string: C=NN(C=O)C=O
Total charge: 0
HOMO: -0.3672 hartree

=====

17.
ORCA calculation (wB97M-V/def2-TZVPD) on 2 unconnected molecules or ions with the total composition C3H4N2O2 in a non-equilibrium geometry.

Each line ends with the Mulliken charge.
Cartesian coordinates (Å):
H1 -1.0264 -0.7749 1.8265  0.40
C1 -0.6680 1.4242 1.9804  -0.28
H2 0.6175 1.6393 -1.1927  0.31
C2 -0.7335 0.2223 1.7461  -0.41
O1 0.9829 -2.1083 0.3095  -0.49
C3 0.2400 0.5982 -1.3253  -0.30
H3 -0.5236 2.4169 1.6068  0.30
N1 0.9796 -0.2286 -0.7839  -0.30
O2 0.1938 -2.1016 -1.7249  -0.55
N2 0.6283 -1.5409 -0.7070  0.95
H4 -0.6906 0.4534 -1.7355  0.36

ΔE to the lowest compared entry with this formula, charge and spin: 820.7 kJ/mol
HOMO-LUMO gap: 10.1 eV
SMILES string: C=N[N+](=O)[O-].C#C
Total charge: 0
HOMO: -0.3975 hartree

=====

18.
ORCA calculation (wB97M-V/def2-TZVPD) on a single C3H4N2O2 molecule in a non-equilibrium geometry.

Each line ends with the Mulliken charge.
Cartesian coordinates (Å):
H1 -1.6773 -0.3641 -0.9696  0.27
C1 2.0813 -0.7115 0.2093  -0.10
C2 0.0643 -0.0833 0.0140  0.65
H2 -1.8823 -0.7960 0.6121  0.39
H3 2.9583 -1.1933 0.4624  0.42
H4 -1.7934 1.6334 -0.6158  0.30
O1 0.8464 1.0139 -0.1381  -0.12
N1 2.1380 0.5837 0.0763  -0.28
N2 0.7834 -1.1677 0.2248  -0.52
C3 -1.4281 -0.1001 -0.0171  -0.52
O2 -2.0905 1.1849 0.1417  -0.50

ΔE to the lowest compared entry with this formula, charge and spin: 326.5 kJ/mol
HOMO-LUMO gap: 11.3 eV
SMILES string: OCc1ncno1
Total charge: 0
HOMO: -0.3924 hartree

=====

19.
ORCA calculation (wB97M-V/def2-TZVPD) on a single C3H4N2O2 molecule in a non-equilibrium geometry.

Each line ends with the Mulliken charge.
Cartesian coordinates (Å):
H1 -1.8607 0.3449 -2.8517  0.36
C1 -0.4981 0.3863 -0.2117  0.55
H2 0.4713 0.5044 2.8423  0.38
H3 0.8883 -0.8311 -1.1793  0.31
C2 0.3952 0.2181 1.8099  -0.19
O1 -0.5456 0.8692 1.0417  -0.33
C3 1.0523 -0.6357 1.0419  -0.32
O2 -0.9686 0.1913 -2.3595  -0.43
N1 0.4123 -0.6109 -0.2291  -0.18
N2 -1.2741 0.8414 -1.1158  -0.51
H4 1.9276 -1.2780 1.2114  0.36

ΔE to the lowest compared entry with this formula, charge and spin: 379.8 kJ/mol
HOMO-LUMO gap: 8.7 eV
SMILES string: O/N=c1\[nH]cco1
Total charge: 0
HOMO: -0.2899 hartree

=====

20.
ORCA calculation (wB97M-V/def2-TZVPD) on a single C3H4N2O2 molecule in a non-equilibrium geometry.

Each line ends with the Mulliken charge.
Cartesian coordinates (Å):
O1 -1.7654 0.0180 -0.2478  -0.32
C1 -1.2631 0.8510 0.7489  0.42
C2 -0.7368 -0.7696 -0.6780  -0.33
H1 1.6500 0.4935 -1.0404  0.21
H2 2.2487 -1.0959 -0.8472  0.22
H3 0.4402 0.5816 1.9126  0.23
N1 -0.0063 0.3938 1.0245  -0.07
C3 0.3779 -0.5316 0.0227  0.31
O2 -1.8675 1.7860 1.1977  -0.56
N2 1.6614 -0.3649 -0.5069  -0.49
H4 -0.8524 -1.3658 -1.5698  0.38

ΔE to the lowest compared entry with this formula, charge and spin: 208.7 kJ/mol
HOMO-LUMO gap: 9.2 eV
SMILES string: Nc1coc(=O)[nH]1
Total charge: 0
HOMO: -0.3147 hartree

=====

Quick rundown of energy, same order as above: -8203.2501 -8198.9069 -8201.8845 -8199.4940 -8200.0765 -8198.7150 -8199.1159 -8198.2841 -8196.1828 -10248.5152 -10248.4629 -10248.2696 -10248.8088 -10246.8189 -10249.1131 -10248.6933 -10243.7586 -10248.8808 -10248.3289 -10250.1023 eV